[1]
72
Properties=species:S:1:pos:R:3:lowdin_charge:R:1 method="wB97M-V/def2-TZVPD" lumo_ev=0.4 multiplicity=1 e_homo_ev=-8.99 homo_lumo_gap_ev=9.4 mol_weight_g_mol=458.59 smiles="C[C@H](F)C[C@H]1C[C@@H](N=C=S)C(=O)N1.CO.CO.CO.CO.CO.CO.CO.CO"
S -3.01 -0.86 -2.09 0.74
F -2.62 1.71 0.10 -0.05
O 1.61 -1.88 2.41 -0.15
O 3.57 1.61 -5.79 -0.14
O 0.89 0.35 -2.52 0.10
O 3.72 -0.82 1.09 -0.16
O -3.04 2.68 5.31 -0.15
O -4.08 5.12 0.12 -0.13
O 5.00 -7.13 -3.36 -0.13
O 4.50 -3.25 -0.51 -0.14
O -6.69 -1.36 -1.96 -0.14
N 0.04 1.81 -1.00 0.13
N -1.28 -0.79 0.04 0.10
C -7.04 -0.25 -2.77 -0.17
C 0.42 0.55 -1.45 -0.45
C 0.17 -0.50 -0.31 -0.16
C 0.22 1.81 0.46 -0.28
C 5.77 -5.93 -3.22 -0.16
C 0.64 0.36 0.90 -0.08
C -1.97 -1.00 -0.90 -0.76
C 2.65 0.95 -4.92 -0.17
C -2.83 1.61 2.47 -0.04
C 3.35 -3.73 -1.20 -0.14
C -3.95 1.74 5.88 -0.15
C -0.70 2.66 1.37 -0.08
C -2.23 2.37 1.27 -0.35
C -3.60 6.37 -0.36 -0.16
C 4.77 -0.61 2.03 -0.12
C 0.90 -2.98 2.97 -0.13
H -6.27 -0.06 -3.52 0.07
H 4.08 -0.65 0.21 0.09
H 5.33 -7.59 -4.14 0.07
H -4.47 4.66 -0.63 0.08
H 1.62 1.23 -5.18 0.07
H -3.02 3.44 5.90 0.08
H -5.86 -1.15 -1.53 0.02
H 0.00 -2.60 3.45 0.08
H -7.17 0.64 -2.15 0.08
H -3.84 2.03 2.65 0.08
H 3.37 1.33 -6.69 0.07
H 2.77 -0.13 -5.01 0.08
H 0.62 -3.69 2.18 0.08
H 5.41 -5.40 -2.34 0.06
H 1.52 -3.49 3.71 0.08
H 6.82 -6.18 -3.09 0.08
H 2.85 1.25 -3.90 0.06
H -4.43 6.96 -0.77 0.07
H -3.02 0.57 2.13 0.08
H 0.34 0.07 1.90 0.11
H -0.40 2.45 2.41 0.12
H 3.58 -3.76 -2.27 0.08
H 1.74 0.40 0.82 0.10
H 2.40 -2.23 1.99 0.05
H 0.59 -1.50 -0.44 0.14
H 0.41 2.61 -1.50 0.15
H -3.60 1.43 6.87 0.08
H -2.73 3.37 1.24 0.12
H 1.19 2.35 0.57 0.13
H 5.64 -5.31 -4.11 0.08
H 4.28 -3.23 0.42 0.06
H -2.84 6.22 -1.14 0.08
H 2.50 -3.06 -1.04 0.06
H 3.11 -4.74 -0.86 0.08
H 5.59 -1.30 1.84 0.08
H -3.98 0.87 5.23 0.07
H 4.37 -0.80 3.03 0.08
H -7.99 -0.47 -3.27 0.08
H -0.47 3.72 1.19 0.11
H -2.22 1.63 3.38 0.06
H -3.15 6.91 0.47 0.08
H -4.95 2.17 5.96 0.08
H 5.13 0.42 1.97 0.08

---

[2]
109
Properties=species:S:1:pos:R:3:lowdin_charge:R:1 method="wB97M-V/def2-TZVPD" lumo_ev=0.4 multiplicity=1 e_homo_ev=-8.86 homo_lumo_gap_ev=9.2 mol_weight_g_mol=885.72 smiles="CCCCCC[C@@](OC)(OCC)[C@@H](CCOC(=O)CC)N/C(Br)=C(/C)Br.Fc1ccccc1.Fc1ccccc1.Fc1ccccc1.Fc1ccccc1"
Br -3.69 -2.87 0.79 0.76
Br -6.30 -3.59 -3.02 0.78
F 2.57 4.95 -5.01 0.06
F -1.22 2.66 2.22 0.05
F 0.73 5.23 5.37 0.04
F 3.10 0.33 5.95 0.05
O -2.07 -5.76 -5.13 0.13
O -1.57 0.06 -3.37 -0.07
O -2.16 0.55 -1.29 -0.08
O -1.60 -3.68 -4.36 -0.03
N -4.44 -1.38 -1.68 0.00
C 5.43 0.53 6.24 -0.02
C 6.70 -0.01 6.08 -0.08
C 1.52 4.77 6.36 -0.28
C -5.26 -3.62 -1.39 -0.69
C 2.13 5.67 7.22 -0.02
C -2.86 -3.50 -3.65 -0.16
C 4.33 -0.19 5.79 -0.28
C 2.51 2.93 7.52 -0.09
C -2.03 3.67 2.60 -0.28
C 1.63 4.46 -5.83 -0.29
C 6.86 -1.24 5.47 -0.10
C -0.30 3.46 -7.53 -0.10
C -1.34 -5.00 -4.58 -0.51
C -1.67 4.44 3.69 -0.01
C -0.23 4.82 -7.29 -0.08
C -2.51 0.30 0.04 -0.12
C 1.47 -1.69 -1.24 -0.20
C 2.39 -4.38 -0.24 -0.12
C -2.50 5.48 4.08 -0.07
C 1.69 3.41 6.50 -0.01
C 2.50 -1.76 -0.10 -0.20
C 0.44 1.40 -2.68 -0.05
C -3.19 3.92 1.88 -0.02
C -3.31 -2.04 -3.88 -0.10
C 1.58 3.10 -6.06 -0.03
C 2.61 -3.12 0.64 -0.25
C 0.74 5.33 -6.43 -0.02
C -3.42 -1.08 -2.68 -0.21
C 0.60 2.60 -6.91 -0.09
C 0.05 -1.32 -0.71 -0.17
C 3.13 3.82 8.39 -0.09
C -5.37 -4.93 -0.60 -0.19
C -3.67 5.74 3.38 -0.10
C 2.93 5.19 8.24 -0.08
C -4.01 4.96 2.28 -0.08
C -4.52 -2.57 -0.99 -0.67
C 0.04 -5.47 -4.08 -0.13
C -2.02 -0.54 -2.17 -0.43
C 5.75 -1.95 5.01 -0.08
C -1.13 -1.69 -1.65 -0.09
C -0.13 -5.78 -2.57 -0.08
C 4.48 -1.42 5.18 -0.02
C -0.20 0.26 -3.53 -0.24
H 0.19 1.36 -1.63 0.06
H 7.85 -1.66 5.34 0.10
H -3.60 0.21 0.20 0.07
H -4.31 6.56 3.69 0.10
H 1.77 -0.83 -1.87 0.09
H 1.34 -4.67 -0.17 0.06
H 1.97 6.73 7.08 0.12
H -1.70 -2.50 -1.18 0.07
H -2.21 1.18 0.63 0.08
H 2.66 1.87 7.63 0.09
H 3.60 -1.95 4.84 0.12
H 5.28 1.49 6.71 0.11
H 3.76 3.45 9.18 0.10
H -2.22 6.09 4.93 0.11
H -4.36 -5.30 -0.40 0.05
H -4.93 5.17 1.74 0.10
H 0.70 -4.59 -4.17 0.11
H 1.20 2.73 5.82 0.12
H 1.53 1.39 -2.85 0.08
H -2.73 -3.80 -2.61 0.11
H 2.29 2.45 -5.58 0.12
H -4.31 -2.07 -4.34 0.08
H 2.16 -1.03 0.66 0.11
H 3.49 -1.41 -0.40 0.11
H 0.04 2.34 -3.09 0.08
H -0.70 -2.17 -2.54 0.11
H -5.89 -5.70 -1.18 0.06
H -4.92 -0.59 -1.30 0.13
H -0.06 -1.94 0.20 0.11
H -3.43 3.31 1.03 0.11
H 0.81 6.39 -6.23 0.12
H 3.64 -3.19 1.03 0.09
H 1.45 -2.55 -1.92 0.09
H -0.08 0.63 -4.57 0.11
H -0.94 -6.51 -2.46 0.09
H 2.63 -4.17 -1.29 0.06
H 1.96 -3.21 1.52 0.10
H 7.56 0.54 6.44 0.11
H 3.04 -5.21 0.06 0.07
H -2.06 -0.57 0.52 0.04
H 3.41 5.88 8.92 0.10
H 0.02 -0.29 -0.34 0.10
H -0.76 4.21 4.22 0.09
H -1.05 3.06 -8.19 0.10
H -0.41 -4.87 -2.02 0.06
H -3.81 -0.16 -3.16 0.16
H 0.81 -6.17 -2.17 0.07
H -2.67 -1.63 -4.68 0.13
H 5.88 -2.90 4.53 0.10
H 0.43 -0.64 -3.53 0.11
H -5.87 -4.73 0.35 0.07
H -0.92 5.49 -7.77 0.10
H 0.38 -6.31 -4.67 0.12
H -3.59 -4.17 -4.12 0.10
H 0.55 1.53 -7.09 0.10

---

[3]
79
Properties=species:S:1:pos:R:3:lowdin_spin:R:1 method="wB97M-V/def2-TZVPD" lumo_ev="-3.0 / -5.6" multiplicity=5 e_homo_ev="-8.57 / -10.90" homo_lumo_gap_ev="5.5 / 5.3" mol_weight_g_mol=909.68 total_charge=+1
Ru 0.35 0.87 -0.99 0.95
Br 0.30 8.24 0.05 0.10
S 1.31 0.53 1.13 0.56
F -2.32 3.31 3.48 0.00
F -1.60 1.31 1.88 0.01
F 2.19 4.41 4.22 0.00
F 2.94 2.41 2.61 0.01
F -0.45 4.87 4.66 0.01
O -2.26 -0.73 -2.62 0.00
O -0.67 2.43 -0.33 0.32
O -0.33 -1.25 1.49 0.17
N 1.66 -0.48 -1.82 0.00
N -1.04 -0.62 -0.62 0.04
N -0.36 1.26 -2.97 0.00
N -2.55 -2.26 -0.94 0.01
N 1.94 2.10 -1.34 0.23
N -1.11 2.48 -3.11 0.00
C -5.21 -3.12 2.21 0.00
C 3.10 1.41 -1.62 0.01
C 1.95 3.45 -1.21 0.28
C -1.99 -1.17 -1.50 0.00
C 4.01 -0.77 -2.33 0.00
C -4.30 -2.92 1.18 0.00
C -1.03 3.08 3.27 0.00
C -1.40 4.54 0.29 0.11
C -1.42 -4.87 -0.80 0.00
C -4.77 -3.20 3.52 0.00
C 0.88 4.23 -0.72 0.15
C 0.42 -6.25 -0.13 0.00
C -0.08 3.88 3.87 0.03
C 0.78 -5.31 0.82 0.00
C -0.64 2.05 2.43 0.03
C 3.73 -2.10 -2.70 0.02
C -0.40 3.69 -0.26 0.18
C 5.31 -0.20 -2.36 0.08
C -3.42 -3.09 3.80 0.00
C 0.02 6.41 -0.07 0.22
C 0.03 -4.14 0.96 0.00
C -2.94 -2.80 1.45 0.00
C -0.68 -6.03 -0.94 0.00
C -1.94 -2.64 0.31 0.01
C -1.07 -3.91 0.15 0.00
C 1.02 5.61 -0.62 0.09
C 2.93 0.03 -1.92 0.01
C -1.01 -1.42 0.50 0.02
C 5.48 1.11 -2.00 0.00
C 2.45 -2.57 -2.65 -0.01
C -2.51 -2.89 2.77 0.00
C 1.64 2.60 2.82 0.04
C 0.70 1.79 2.18 0.05
C 1.27 3.64 3.65 0.00
C 1.43 -1.73 -2.19 0.03
C -1.20 5.88 0.40 0.11
C 4.39 1.92 -1.63 0.09
H -1.48 2.53 -4.05 0.00
H 0.43 1.33 -3.60 0.00
H 1.00 -7.16 -0.24 0.00
H 4.57 2.95 -1.35 0.01
H -5.48 -3.36 4.33 0.00
H -3.06 -3.15 4.82 0.00
H 1.94 6.07 -0.96 0.00
H 0.41 -2.09 -2.10 0.00
H -1.96 6.53 0.82 0.00
H -3.24 -2.79 -1.44 0.00
H -1.45 -2.80 3.00 0.00
H -1.91 2.40 -2.48 0.00
H -0.98 -6.77 -1.67 0.00
H 6.47 1.54 -2.00 0.00
H 1.63 -5.47 1.46 0.00
H 6.15 -0.81 -2.66 0.00
H -2.29 -4.73 -1.43 0.00
H -4.68 -2.84 0.17 0.00
H 4.54 -2.75 -3.03 0.00
H 2.85 3.98 -1.48 0.02
H -6.27 -3.21 1.98 0.00
H -0.94 0.45 -3.21 0.00
H 2.20 -3.58 -2.93 0.00
H 0.33 -3.42 1.71 0.00
H -2.32 4.07 0.63 0.00

---

[4]
18
Properties=species:S:1:pos:R:3:lowdin_charge:R:1 method="wB97M-V/def2-TZVPD" lumo_ev=0.1 multiplicity=1 e_homo_ev=-3.89 homo_lumo_gap_ev=4.0 mol_weight_g_mol=189.07 total_charge=-1
Na 5.04 -0.10 3.32 0.82
O -2.89 0.22 -1.69 -0.09
O 1.39 0.24 0.68 0.02
O -1.07 -0.57 -0.57 -0.06
O 3.56 -0.06 0.97 -0.08
O -0.79 0.18 -2.93 -0.15
O -2.02 -1.82 -2.08 0.00
O 2.28 0.19 2.75 -0.08
C 0.10 0.42 1.26 -0.17
C -0.91 0.63 0.15 -0.20
C 2.44 0.13 1.51 -0.82
C -1.84 -0.47 -1.75 -0.79
H 0.10 1.31 1.91 0.12
H -1.86 0.94 0.60 0.12
H -2.79 -1.85 -2.66 0.08
H -0.17 -0.45 1.86 0.13
H -0.01 -0.37 -2.83 0.01
H -0.57 1.44 -0.51 0.13

---

[5]
18
Properties=species:S:1:pos:R:3:lowdin_charge:R:1 method="wB97M-V/def2-TZVPD" lumo_ev=-0.3 multiplicity=1 e_homo_ev=-7.36 homo_lumo_gap_ev=7.1 mol_weight_g_mol=144.11
Al 0.36 3.67 0.57 0.75
O 0.65 1.15 -0.62 -0.10
O 0.56 0.15 1.40 -0.03
O -0.33 2.19 1.06 -0.22
C -1.25 -0.92 2.20 -0.12
C 0.55 0.04 -1.50 -0.24
C 0.06 1.05 0.61 -0.65
C 1.13 0.43 -2.84 -0.07
C -1.12 -2.25 2.26 -0.11
H -1.39 -0.08 1.20 0.13
H -0.50 -0.25 -1.60 0.13
H -1.80 -2.84 2.88 0.04
H 0.54 1.24 -3.29 0.08
H 1.10 -0.82 -1.07 0.13
H -1.64 -0.35 3.05 0.05
H 2.17 0.77 -2.74 0.08
H 1.10 -0.43 -3.52 0.08
H -0.19 -2.74 1.99 0.05

---

[6]
81
Properties=species:S:1:pos:R:3:lowdin_charge:R:1 method="wB97M-V/def2-TZVPD" lumo_ev=0.0 multiplicity=1 e_homo_ev=-8.93 homo_lumo_gap_ev=8.9 mol_weight_g_mol=482.57 smiles="NC(N)=O.NC(N)=O.NC(N)=O.CCO.CO.CO.CO.CO.CO.CO.CO.CO"
O 1.34 -2.19 5.26 -0.12
O -0.99 2.36 -2.35 -0.18
O 0.29 3.81 -0.33 -0.13
O -1.07 -0.66 1.28 -0.10
O -2.79 -1.35 3.52 -0.12
O 0.33 -3.46 2.23 -0.12
O -0.31 3.21 -5.72 -0.11
O -2.94 1.10 -0.89 -0.13
O 0.54 2.65 3.16 -0.11
O 3.29 -1.51 1.00 -0.15
O 4.01 1.33 2.36 -0.13
O 1.29 -2.78 -4.85 -0.09
N 2.73 3.01 1.28 0.16
N 2.67 1.00 0.42 0.16
N -0.52 1.16 -4.73 0.16
N -0.04 1.22 -6.91 0.13
N -4.50 -0.53 -1.71 0.15
N -3.53 -1.01 0.12 0.17
C -0.69 3.76 0.61 -0.20
C 1.21 -1.96 -3.74 -0.19
C 0.20 1.35 3.50 -0.18
C -0.28 1.85 -5.77 -0.67
C -1.61 3.45 -2.94 -0.14
C 2.01 -1.81 4.12 -0.20
C -1.82 -1.50 4.53 -0.16
C -0.92 -3.76 1.60 -0.12
C 3.00 -2.24 -0.21 -0.11
C 3.21 1.80 1.34 -0.59
C -0.12 -0.73 -0.97 -0.06
C 0.02 -0.29 0.50 -0.29
C -3.65 -0.11 -0.81 -0.56
H 1.01 0.62 3.35 0.08
H 2.03 -2.17 5.96 0.11
H 3.11 3.67 1.91 0.12
H 1.97 -2.29 -0.47 0.05
H 1.63 -2.35 -5.61 0.06
H -1.64 1.92 -1.76 0.04
H 3.50 -3.21 -0.13 0.09
H -0.60 4.56 1.42 0.12
H -0.91 -0.16 -1.45 0.05
H -0.55 -1.78 -1.05 0.09
H -2.68 -0.82 0.65 0.06
H 0.10 0.80 0.52 0.09
H -0.83 -1.42 1.78 0.04
H -0.70 1.12 2.95 0.06
H 0.81 -0.99 -3.93 0.05
H 2.52 -0.88 4.30 0.08
H -2.25 -1.06 5.45 0.09
H -1.68 -3.20 2.19 0.08
H -0.97 -0.79 4.40 0.06
H 0.78 -0.66 -1.53 0.04
H -0.10 1.72 -7.79 0.12
H -1.02 -3.42 0.50 0.10
H -0.82 1.60 -3.83 0.08
H 0.94 -0.68 0.93 0.09
H 2.13 1.29 -0.36 0.09
H 0.64 -2.59 -3.04 0.09
H 1.36 2.67 2.69 0.02
H -5.05 -1.37 -1.59 0.12
H 1.03 -4.00 1.85 0.08
H -0.11 0.16 -6.97 0.14
H -1.86 4.14 -2.13 0.09
H -4.64 0.05 -2.55 0.14
H -0.11 3.28 -1.06 0.05
H -3.74 -2.01 -0.02 0.14
H -2.76 -0.42 3.24 0.08
H -1.64 3.81 0.13 0.06
H -1.11 -4.77 1.77 0.06
H -2.49 3.26 -3.54 0.10
H -0.11 1.21 4.56 0.09
H 3.60 -1.74 -1.02 0.10
H 2.74 -0.02 0.64 0.05
H 2.18 -1.83 -3.34 0.07
H -0.85 3.96 -3.48 0.08
H -1.45 -2.44 4.81 0.07
H -0.91 0.19 -4.76 0.13
H -0.70 2.79 1.12 0.06
H 2.59 -2.68 3.85 0.08
H 1.23 -1.53 3.44 0.04
H 2.09 3.36 0.55 0.11
H 3.90 -2.05 1.51 0.10

---

[7]
10
Properties=species:S:1:pos:R:3:lowdin_spin:R:1 method="wB97M-V/def2-TZVPD" lumo_ev="0.9 / -0.5" multiplicity=3 e_homo_ev="-7.56 / -10.39" homo_lumo_gap_ev="8.5 / 9.8" mol_weight_g_mol=113.97
Cl -0.56 1.60 1.66 0.13
Cl 0.35 -1.12 2.15 0.14
N 1.60 0.50 0.60 0.16
C -1.21 -0.67 -1.60 0.80
C 0.39 0.19 1.18 0.56
H -1.86 -0.98 -0.81 0.05
H -1.10 -1.51 -2.33 0.05
H -1.64 0.15 -1.93 0.07
H 1.50 1.34 0.03 0.00
H 2.54 0.50 1.04 0.03

---

[8]
63
Properties=species:S:1:pos:R:3:lowdin_charge:R:1 method="wB97M-V/def2-TZVPD" lumo_ev=0.0 multiplicity=1 e_homo_ev=-7.15 homo_lumo_gap_ev=7.2 mol_weight_g_mol=643.39
Br -3.27 -1.12 -0.71 0.92
Sc 0.09 1.05 0.12 1.09
O 0.52 1.72 -4.07 0.05
O -0.49 -0.81 0.10 -0.18
O -3.91 1.80 0.99 0.03
O 0.87 -2.50 0.59 0.04
N 1.95 0.21 -1.22 0.07
N 3.32 0.06 2.90 -0.11
N -0.04 1.92 -1.82 0.01
N -1.75 2.05 0.16 -0.01
N 1.90 1.07 1.58 -0.03
N -0.86 1.09 2.54 0.08
C -2.31 -2.68 -1.19 -0.57
C -3.22 3.61 -1.09 -0.02
C -0.13 -2.06 0.04 -0.55
C -1.16 2.77 -2.03 -0.20
C 2.18 -0.06 2.20 -0.21
C 2.93 -0.63 -0.89 -0.11
C -2.51 -0.44 4.17 -0.04
C 0.67 1.47 -2.88 -0.46
C -2.14 0.90 2.24 -0.21
C -3.42 4.38 -2.23 -0.10
C 3.91 -0.98 3.74 0.01
C -1.18 -0.19 4.53 -0.05
C -2.69 1.64 1.03 -0.53
C 1.78 0.52 -2.51 -0.17
C 3.59 -0.89 -3.16 -0.04
C -2.09 2.82 -0.98 -0.20
C -1.12 -5.08 -1.97 -0.08
C 3.79 1.34 2.72 -0.04
C 2.58 -0.01 -3.51 0.01
C -1.00 -2.96 -0.79 -0.15
C -0.43 -4.17 -1.19 -0.02
C -0.40 0.57 3.68 -0.13
C -3.00 0.12 3.01 0.01
C 2.90 1.95 1.90 -0.09
C -2.42 -4.78 -2.37 -0.08
C -1.37 3.56 -3.16 -0.02
C -3.01 -3.59 -1.97 -0.14
C -2.50 4.37 -3.25 -0.10
C 3.78 -1.20 -1.83 -0.04
H 3.57 -1.95 3.39 0.10
H 4.55 -1.88 -1.50 0.11
H 0.63 0.78 3.92 0.10
H 2.37 0.28 -4.53 0.12
H -3.14 -1.05 4.80 0.11
H 3.03 -0.87 0.15 0.09
H -0.66 3.53 -3.97 0.10
H -2.98 -5.48 -2.98 0.11
H 2.92 2.96 1.52 0.12
H -3.94 3.62 -0.29 0.10
H -4.31 5.00 -2.30 0.10
H 4.70 1.69 3.18 0.12
H -0.65 -6.00 -2.28 0.10
H -4.02 -3.36 -2.27 0.09
H 4.99 -0.94 3.66 0.09
H -2.64 4.97 -4.14 0.10
H -4.02 0.00 2.68 0.12
H 0.58 -4.38 -0.86 0.12
H 4.23 -1.32 -3.92 0.11
H 1.62 -0.99 2.11 0.13
H 3.62 -0.85 4.78 0.09
H -0.77 -0.57 5.45 0.10